# 1
{"formula": "C3H6NO2S", "method": "ωB97M-V with the def2-TZVPD basis set", "elements": ["C", "C", "C", "N", "O", "O", "S", "H", "H", "H", "H", "H", "H"], "positions_angstrom": [[-0.2541, -0.1868, -1.2329], [0.9630, 0.0359, -0.3779], [-0.7851, 0.1096, 1.7867], [-1.0850, -1.1954, -0.5337], [-2.3642, -1.1861, -0.7796], [0.6958, 2.2318, 1.1450], [0.8086, 0.7432, 1.3270], [-0.8448, 0.6402, -1.4349], [-0.0319, -0.5697, -2.3037], [1.3385, -0.9114, -0.1646], [1.7477, 0.6931, -0.9686], [-1.3907, 0.9554, 2.0071], [-0.8347, -0.5804, 2.5433]], "forces_ev_per_a": [[-0.43, -1.40, -0.46], [1.08, 2.72, -1.69], [1.36, 1.42, -2.55], [-3.65, -0.69, -0.08], [4.14, 0.40, 0.05], [0.02, 0.15, -0.04], [-1.12, -0.56, 0.03], [-1.10, 2.05, -0.07], [0.12, 0.03, 1.75], [1.10, -1.73, 0.22], [-1.27, -1.34, 1.32], [-0.68, 0.80, -0.23], [0.45, -1.86, 1.75]], "lowdin_charge": [-0.307, -0.392, -0.318, -0.115, -0.198, -0.634, 0.728, 0.072, 0.136, 0.025, 0.113, -0.033, -0.075], "molar_mass_g_mol": 120.15, "lumo_ev": [3.76, 3.75], "charge": -1, "homo_lumo_gap_ev": [6.01, 6.37], "e_above_lowest_kj_mol": 616.4, "homo_energy_ev": [-2.24, -2.62]}

---

# 2
{"formula": "C26H36BN4O3P2Ru", "method": "ωB97M-V with the def2-TZVPD basis set", "elements": ["Ru", "O", "C", "C", "O", "O", "C", "C", "C", "C", "C", "C", "C", "C", "C", "C", "C", "C", "H", "H", "H", "H", "H", "H", "H", "H", "H", "H", "H", "C", "P", "C", "C", "C", "P", "C", "C", "H", "H", "H", "H", "H", "H", "H", "H", "H", "H", "H", "H", "H", "H", "H", "H", "B", "N", "C", "C", "C", "N", "N", "C", "C", "C", "N", "H", "H", "H", "H", "H", "H", "H", "H", "H"], "positions_angstrom": [[0.3095, -0.4171, 0.6991], [-0.4498, 0.9171, -0.6157], [-1.0788, 0.3928, -1.7966], [-0.9661, -1.2581, -1.6468], [-1.4504, -1.9528, -2.6022], [-0.4300, -1.7169, -0.5813], [-0.3173, 0.9044, -3.0458], [0.4760, 2.0706, -3.0096], [1.1189, 2.5621, -4.1521], [0.9957, 1.8938, -5.3641], [0.2152, 0.7463, -5.4346], [-0.4458, 0.2722, -4.2956], [-2.5353, 0.9102, -1.7794], [-3.6472, 0.0780, -1.9900], [-4.9541, 0.5806, -1.9736], [-5.1845, 1.9327, -1.7454], [-4.1059, 2.7858, -1.5448], [-2.8008, 2.2820, -1.5705], [-0.3707, 1.9282, -0.4669], [0.6094, 2.6234, -2.0867], [1.7182, 3.4650, -4.0864], [1.5039, 2.2630, -6.2488], [0.1112, 0.2075, -6.3718], [-1.0642, -0.6170, -4.4024], [-3.5214, -0.9868, -2.1744], [-5.7857, -0.0981, -2.1400], [-6.1992, 2.3171, -1.7280], [-4.2729, 3.8441, -1.3700], [-1.9817, 2.9797, -1.4274], [2.9885, -0.0470, 4.0065], [2.1649, -0.4171, 2.3699], [1.6960, -2.1361, 2.9510], [3.4587, -0.0081, 1.3262], [3.4748, -0.8311, 0.0199], [2.1337, -0.4171, -0.9446], [1.4852, -2.1427, -1.2859], [3.1079, -0.0505, -2.4794], [3.8874, -0.6936, 4.0885], [2.3411, -0.2245, 4.8950], [3.3001, 1.0137, 4.0063], [2.5773, -2.6151, 3.4269], [1.4314, -2.7176, 2.0467], [0.8365, -2.1613, 3.6565], [4.4021, -0.2461, 1.8443], [3.4478, 1.0788, 1.1053], [3.4686, -1.9025, 0.3024], [4.4369, -0.6345, -0.4882], [2.2934, -2.7418, -1.7555], [0.5947, -2.1627, -1.9522], [1.2070, -2.5950, -0.3143], [3.8315, -0.8728, -2.6632], [3.6469, 0.9022, -2.3082], [2.4788, 0.0550, -3.3908], [-1.5181, -0.4171, 3.8633], [-1.1029, 0.8947, 3.1444], [-1.3788, 2.1240, 3.6221], [-0.8732, 3.0583, 2.7469], [-0.2902, 2.3240, 1.7375], [-0.4425, 1.0122, 2.0012], [-1.1029, -1.7289, 3.1444], [-1.3788, -2.9582, 3.6221], [-0.8732, -3.8925, 2.7469], [-0.2902, -3.1582, 1.7375], [-0.4425, -1.8464, 2.0012], [-1.0303, -0.4171, 4.9516], [-2.7045, -0.4171, 3.9845], [-1.9105, 2.3308, 4.5427], [-0.9230, 4.1353, 2.8330], [0.2135, 2.7187, 0.8655], [-1.9105, -3.1650, 4.5427], [-0.9230, -4.9695, 2.8330], [0.2135, -3.5529, 0.8655], [-1.5182, -0.4171, 0.6991]], "forces_ev_per_a": [[2.58, 0.36, 2.51], [-0.74, 4.12, -2.06], [-0.08, -0.17, -0.26], [-3.24, -0.21, -1.90], [1.79, 2.08, 2.81], [-5.59, 0.03, -2.19], [0.13, 0.22, -0.56], [-0.22, -0.31, -0.19], [-0.28, -0.28, 0.28], [0.02, -0.04, 0.02], [-0.11, 0.05, 0.55], [-0.04, -0.13, -0.09], [-0.90, -0.05, -0.31], [0.01, -0.03, 0.00], [0.48, 0.19, 0.05], [0.03, -0.18, -0.04], [0.48, -0.33, -0.02], [-0.06, -0.48, -0.07], [-0.78, -2.52, -1.03], [0.04, -0.05, 0.01], [-0.07, -0.10, 0.04], [-0.04, -0.01, 0.09], [-0.02, 0.09, 0.13], [0.13, 0.20, 0.25], [0.18, 0.27, 0.06], [0.13, 0.09, 0.04], [0.10, -0.01, 0.00], [0.07, -0.12, -0.02], [0.01, 0.02, -0.02], [-0.04, 0.85, 0.24], [-2.90, -0.28, 4.28], [3.31, -1.15, -0.77], [3.68, -0.89, -1.47], [3.17, -0.59, 2.61], [-1.26, -0.73, -3.35], [2.63, -1.11, -1.84], [-0.26, 0.11, -0.92], [-0.43, 0.35, -0.05], [0.29, 0.10, -0.81], [0.01, -0.44, 0.20], [-0.33, 0.21, -0.07], [1.47, 0.30, 1.40], [1.17, 0.46, -0.42], [0.01, 0.41, -0.14], [-0.20, -0.49, 0.26], [0.06, 0.42, -0.23], [-0.44, -0.18, 0.16], [0.09, 0.31, 0.26], [2.46, -0.78, -0.09], [0.97, -0.08, -1.00], [-0.35, 0.47, 0.19], [-0.20, -0.48, -0.17], [0.31, 0.04, 0.65], [-0.30, -0.02, 0.24], [0.04, 0.51, 0.05], [-0.09, 0.26, 0.23], [-0.15, 0.80, 0.28], [-0.16, -0.43, 0.37], [-0.63, 2.52, 0.97], [-0.62, -0.48, 0.24], [-0.12, 0.06, 0.34], [-0.02, -0.70, -0.13], [-1.89, -0.05, -0.17], [-2.18, -2.25, -0.04], [0.38, 0.00, 0.36], [-0.36, 0.01, -0.09], [0.06, -0.50, -0.13], [-0.03, -0.19, 0.02], [0.25, -0.15, 0.22], [0.05, 0.51, -0.12], [-0.01, 0.20, 0.01], [-0.24, 0.27, 0.08], [-1.19, 0.13, 0.27]], "lowdin_charge": [1.175, -0.326, -0.259, -0.519, 0.019, -0.360, -0.132, -0.056, -0.087, -0.097, -0.070, -0.010, -0.118, -0.009, -0.070, -0.095, -0.079, -0.025, 0.097, 0.099, 0.104, 0.102, 0.105, 0.113, 0.108, 0.104, 0.101, 0.101, 0.104, -0.262, 0.820, -0.249, -0.480, -0.473, 0.825, -0.244, -0.243, 0.044, 0.053, 0.038, 0.061, 0.010, 0.068, 0.086, 0.101, 0.101, 0.093, 0.068, 0.054, 0.027, 0.052, 0.051, 0.035, -0.425, -0.047, -0.078, -0.064, -0.169, -0.170, -0.080, -0.076, -0.043, -0.211, -0.217, 0.065, 0.069, 0.129, 0.099, 0.100, 0.132, 0.106, 0.115, 0.108], "molar_mass_g_mol": 626.43, "lumo_ev": [0.37, -0.88], "homo_lumo_gap_ev": [6.24, 6.98], "spin_multiplicity": 6, "homo_energy_ev": [-5.86, -7.86]}

---

# 3
{"formula": "C19H40BN2O2", "method": "ωB97M-V with the def2-TZVPD basis set", "elements": ["C", "C", "C", "C", "C", "C", "C", "C", "C", "N", "O", "C", "C", "C", "C", "B", "O", "C", "C", "H", "H", "H", "H", "H", "H", "H", "H", "H", "H", "H", "H", "H", "H", "H", "H", "H", "H", "H", "H", "H", "H", "H", "H", "H", "H", "H", "H", "H", "H", "H", "H", "H", "H", "H", "N", "C", "C", "C", "C", "H", "H", "H", "H", "H"], "positions_angstrom": [[0.1639, 4.2984, -2.0474], [-0.7063, 3.0380, -2.1049], [0.1437, 1.7754, -2.1145], [-0.5091, 0.5740, -2.8117], [-1.9579, 0.2996, -2.4413], [-2.1990, -0.5356, -1.1552], [-0.9461, -0.9881, -0.4018], [-1.3406, -1.3948, 1.0232], [-0.1995, -2.0201, 1.7909], [0.6615, -0.9158, 2.3676], [2.0266, -1.2897, 2.3982], [2.8072, -0.3969, 1.5937], [2.9811, 0.9702, 2.2170], [4.1163, 1.7410, 1.5812], [4.2712, 3.1102, 2.2334], [0.1570, -0.6179, 3.8055], [0.5363, -1.4823, 4.7460], [-0.7607, 0.6231, 4.0252], [-0.4188, 1.2982, 5.3844], [0.6054, 4.3959, -1.0646], [-0.4555, 5.1629, -2.2432], [0.9408, 4.2287, -2.8009], [-1.3162, 3.0534, -1.2038], [-1.3699, 3.0799, -2.9606], [1.0407, 2.0116, -2.6830], [0.4999, 1.5378, -1.1145], [0.1272, -0.2994, -2.6865], [-0.4917, 0.8027, -3.8727], [-2.5484, 1.2028, -2.3584], [-2.3943, -0.2589, -3.2616], [-2.8215, 0.0095, -0.4511], [-2.7605, -1.4277, -1.4165], [-0.1933, -0.2082, -0.3407], [-0.5582, -1.8771, -0.8881], [-2.1841, -2.0734, 0.9847], [-1.6970, -0.4934, 1.5178], [-0.5779, -2.5853, 2.6354], [0.4192, -2.6901, 1.2087], [0.5623, -0.1148, 1.7395], [2.3900, -0.3012, 0.5913], [3.7691, -0.8813, 1.4754], [3.1963, 0.8732, 3.2776], [2.0545, 1.5320, 2.0932], [5.0438, 1.1926, 1.7023], [3.9506, 1.9052, 0.5200], [4.6612, 3.0179, 3.2408], [3.3060, 3.6024, 2.2649], [4.9695, 3.7207, 1.6745], [1.5030, -1.4794, 4.8941], [-1.7991, 0.3033, 3.9956], [-0.6089, 1.3246, 3.2086], [0.5497, 0.9688, 5.7309], [-0.3437, 2.3658, 5.2231], [-1.1693, 1.0917, 6.1295], [-2.3803, -4.2696, -3.3698], [-3.2302, -4.9578, -4.1933], [-3.1073, -4.4363, -5.4522], [-2.1436, -3.3948, -5.3891], [-1.7116, -3.3156, -4.0929], [-2.2662, -4.4409, -2.3884], [-3.8453, -5.7555, -3.8143], [-3.6467, -4.7657, -6.3239], [-1.8057, -2.7764, -6.2036], [-0.9900, -2.6673, -3.6235]], "forces_ev_per_a": [[-0.53, -0.54, -0.26], [0.45, 0.31, 0.70], [0.04, -0.06, -0.62], [-0.01, 0.71, 0.17], [-0.19, -0.89, 0.36], [0.46, 0.35, -0.11], [-0.85, -0.49, 0.47], [0.23, 0.26, -0.74], [-0.51, 0.03, 0.62], [0.17, -0.34, -0.66], [-0.12, -0.29, 0.06], [0.56, 0.46, -0.14], [-0.14, -0.25, -0.18], [0.12, 0.64, 0.08], [0.09, -0.28, -0.10], [-0.70, 0.67, 0.15], [1.03, 0.33, 0.45], [0.58, -0.40, 0.21], [-0.03, 0.04, -0.83], [0.29, 0.12, 0.20], [0.03, 0.37, 0.01], [0.21, 0.22, -0.08], [-0.45, -0.12, -0.03], [-0.08, -0.07, -0.25], [0.29, -0.07, -0.05], [-0.05, 0.00, 0.33], [-0.04, -0.25, 0.00], [0.02, 0.00, -0.26], [0.11, 0.35, -0.13], [-0.14, -0.08, -0.20], [-0.17, 0.25, 0.04], [-0.14, -0.17, 0.02], [0.24, 0.08, -0.28], [0.53, 0.01, -0.21], [-0.12, -0.25, 0.08], [-0.17, 0.05, 0.38], [0.08, -0.19, 0.21], [0.30, 0.13, -0.20], [0.07, 0.09, 0.06], [-0.26, -0.19, -0.17], [0.09, -0.31, 0.18], [-0.09, -0.11, 0.28], [-0.15, 0.26, 0.18], [0.19, -0.25, -0.12], [-0.09, -0.25, -0.25], [-0.05, 0.02, 0.26], [-0.11, 0.31, 0.06], [0.06, 0.19, -0.10], [-0.49, -0.70, -0.13], [-0.30, 0.06, -0.05], [-0.19, 0.16, -0.21], [0.19, -0.09, 0.35], [-0.15, 0.24, 0.17], [-0.09, -0.06, 0.27], [0.01, 0.03, 0.01], [-0.01, 0.02, 0.03], [-0.02, -0.03, 0.00], [0.03, 0.06, 0.00], [-0.03, 0.01, 0.10], [0.01, -0.05, -0.04], [-0.01, 0.00, -0.02], [0.00, 0.00, 0.00], [0.00, -0.01, -0.01], [0.02, 0.00, -0.03]], "lowdin_charge": [-0.102, -0.268, -0.226, -0.211, -0.182, -0.170, -0.203, -0.167, -0.058, 0.021, -0.044, -0.158, -0.196, -0.256, -0.095, -0.485, 0.232, -0.108, -0.063, 0.067, 0.071, 0.071, 0.104, 0.110, 0.106, 0.083, 0.101, 0.116, 0.099, 0.100, 0.108, 0.107, 0.082, 0.116, 0.134, 0.117, 0.134, 0.150, 0.150, 0.134, 0.144, 0.131, 0.115, 0.117, 0.117, 0.078, 0.074, 0.078, 0.158, 0.120, 0.101, 0.066, 0.079, 0.084, -0.005, -0.136, -0.102, -0.104, -0.155, 0.135, 0.108, 0.095, 0.093, 0.092], "molar_mass_g_mol": 339.35, "lumo_ev": -2.90, "charge": 1, "homo_lumo_gap_ev": 7.26, "homo_energy_ev": -10.16}